Molecular formula: C5H20ClO5
Method: DFT, wB97M-V/def2-TZVPD

Last column: natural (NBO) charge in e.
Positions of all 31 atoms, in Å:
Cl (-0.25590, -0.12991, -0.07991)  -0.885
C (-0.23620, -3.94724, -0.14496)  -0.243
O (-1.00140, -3.10321, -0.98602)  -0.763
H (-0.63868, -4.96073, -0.21789)  0.157
H (0.81376, -3.99622, -0.46513)  0.151
H (-0.27810, -3.62404, 0.89683)  0.170
H (-0.87106, -2.19465, -0.66107)  0.502
C (2.02934, -1.91123, -2.53885)  -0.249
O (1.58182, -0.57011, -2.67723)  -0.756
H (1.22934, -2.62775, -2.76456)  0.164
H (2.84448, -2.06541, -3.24211)  0.159
H (2.36411, -2.10365, -1.51356)  0.163
H (0.83637, -0.48157, -2.05841)  0.497
C (-1.04539, 3.72472, -0.24151)  -0.244
O (-0.92907, 2.89301, 0.89918)  -0.752
H (-0.84433, 4.75654, 0.06742)  0.158
H (-0.32765, 3.45684, -1.01987)  0.167
H (-2.06775, 3.71991, -0.64462)  0.148
H (-0.73312, 1.99256, 0.58993)  0.499
C (2.67931, 2.55809, 0.11155)  -0.246
O (2.46982, 1.35528, 0.81813)  -0.752
H (2.56505, 2.42824, -0.97232)  0.161
H (1.98288, 3.34689, 0.42981)  0.157
H (3.69832, 2.89710, 0.30780)  0.157
H (1.66270, 0.94858, 0.45908)  0.499
C (-3.22543, -0.49843, 2.75243)  -0.241
O (-1.94462, 0.09496, 2.74591)  -0.740
H (-3.63598, -0.42211, 3.76070)  0.161
H (-3.93187, 0.01768, 2.08470)  0.151
H (-3.19560, -1.55503, 2.45955)  0.153
H (-1.59514, 0.00088, 1.84503)  0.498

HOMO energy = -6.36 eV
orbital gap = 9.842 eV
total charge = -1
ΔE to the lowest compared entry with this formula, charge and spin = 4.31 kcal per mole